Entry 1:
C4H5F2N in the gas phase at a distorted geometry, computed with the ωB97M-V functional and the def2-TZVPD basis.

```
12
C4H5F2N (the ωB97M-V functional and the def2-TZVPD basis)
C -1.284 0.129 0.012
H 0.818 1.555 0.878
C -0.643 -1.817 0.455
H 2.111 0.447 0.423
C 0.221 -0.050 -0.456
N 0.439 -1.403 0.014
H 1.533 1.648 -0.730
C 1.230 0.969 0.062
H -0.985 -2.758 0.816
H 0.240 -0.078 -1.551
F -2.170 0.395 -0.959
F -1.510 0.962 1.036
```

Output
energy above the lowest of the compared OMol25 structures with the same formula, charge and spin = 59.8 kcal/mol
molecular weight = 105.09 g/mol
total energy = -11150.8868 eV
LUMO energy = 1.09 eV

Atomic partial charges in e from the Löwdin method, atoms 1 to 4: C -0.3115; H 0.0700; C 0.0670; H 0.0764

***

Entry 2:
C4H5F2N in the gas phase at a distorted geometry, computed with the ωB97M-V functional and the def2-TZVPD basis.

```
12
C4H5F2N (the ωB97M-V functional and the def2-TZVPD basis)
C 0.185 -0.139 -1.308
H 0.550 -3.034 0.004
H -0.466 1.268 1.894
F -0.985 0.230 -1.847
H -1.646 0.454 0.867
C 0.408 0.221 0.229
H 1.353 0.769 0.334
F 1.155 0.321 -2.121
N 0.561 -1.081 0.809
H -0.862 1.941 0.304
C -0.719 1.022 0.866
C 0.465 -1.972 -0.032
```

Output
2S+1 = 3
energy above the lowest of the compared OMol25 structures with the same formula, charge and spin = 4.7 kcal/mol
molecular weight = 105.09 g/mol
total energy = -11148.8030 eV
LUMO energy (alpha / beta) = 1.09 / -1.31 eV

Atomic partial charges in e from the Löwdin method, atoms 1 to 4: C -0.2905; H 0.0558; H 0.0799; F 0.0826

***

Entry 3:
2 unconnected molecules or ions with the total composition C4H5F2N3 at a distorted geometry, computed with the ωB97M-V functional and the def2-TZVPD basis.

```
14
C4H5F2N3 (the ωB97M-V functional and the def2-TZVPD basis)
N -0.110 1.355 1.059
N 1.761 -1.471 -0.505
H -2.826 -1.815 -0.395
H -1.071 1.332 0.727
C 1.803 -0.216 -0.065
C -0.281 -0.904 0.137
C 0.488 0.224 0.407
H 0.356 2.219 0.849
F -2.801 0.154 -1.047
C -2.598 -0.790 -0.100
H 0.234 -2.769 -0.801
H 2.610 0.413 0.182
N 0.458 -1.796 -0.582
F -2.983 -0.312 1.099
```

Output
energy above the lowest of the compared OMol25 structures with the same formula, charge and spin = 107.5 kcal/mol
molecular weight = 133.10 g/mol
total energy = -14129.9326 eV
LUMO energy = 0.08 eV

Atomic partial charges in e from the Löwdin method, atoms 1 to 4: N 0.0741; N 0.0030; H 0.1215; H 0.0564

***

Entry 4:
C4H5F2NO in the gas phase at a distorted geometry, computed with the ωB97M-V functional and the def2-TZVPD basis.

```
13
C4H5F2NO (the ωB97M-V functional and the def2-TZVPD basis)
O 0.555 0.589 1.729
H 0.607 -0.036 -2.322
H 2.029 -0.907 0.480
H 0.978 1.150 -1.063
C 0.805 0.201 -1.299
H -1.573 0.525 2.510
F 1.657 -2.051 -1.304
C -0.322 0.049 1.100
H -2.410 -0.118 1.140
C -0.007 -0.609 -0.324
C 1.430 -0.919 -0.543
F -0.979 -1.405 -0.842
N -1.560 0.239 1.495
```

Output
energy above the lowest of the compared OMol25 structures with the same formula, charge and spin = 15.3 kcal/mol
molecular weight = 121.09 g/mol
total energy = -13200.1461 eV
LUMO energy = 0.81 eV

Atomic partial charges in e from the Löwdin method, atoms 1 to 4: O 0.0613; H 0.1298; H 0.1950; H 0.0715

***

Entry 5:
2 unconnected molecules or ions with the total composition C4H5F2NO4 at a distorted geometry, computed with the ωB97M-V functional and the def2-TZVPD basis.

```
16
C4H5F2NO4 (the ωB97M-V functional and the def2-TZVPD basis)
C -3.030 0.550 1.179
N -3.147 1.203 0.122
H -1.856 -1.236 0.197
H 1.544 -1.265 -0.179
C 1.845 0.867 0.265
O -2.422 1.798 -0.674
O -3.466 -0.462 1.673
H 1.159 -0.159 -1.473
H -2.710 1.426 1.776
O -0.303 -2.426 -0.448
F 1.069 1.163 1.359
C 1.134 -0.251 -0.460
O -0.196 -0.264 -0.088
C -0.834 -1.397 -0.179
H 2.848 0.537 0.423
F 1.882 2.014 -0.395
```

Output
2S+1 = 3
molecular weight = 169.08 g/mol
total energy = -19338.1713 eV
LUMO energy (alpha / beta) = 0.72 / -2.56 eV

Atomic partial charges in e from the Löwdin method, atoms 1 to 4: C -0.4264; N 0.0304; H 0.1258; H 0.1584

***

Entry 6:
C4H5F3 in the gas phase at a distorted geometry, computed with the ωB97M-V functional and the def2-TZVPD basis.

```
12
C4H5F3 (the ωB97M-V functional and the def2-TZVPD basis)
C -1.953 -0.124 -0.076
H 1.259 0.780 1.230
H 0.965 -0.608 0.177
F -0.816 1.991 0.500
H -0.513 -0.806 -1.526
C -0.579 0.720 0.147
F -2.020 -1.374 0.365
F -3.140 0.444 0.065
H -1.317 0.966 -1.978
H 0.192 -0.473 1.901
C 0.455 0.023 0.964
C -1.013 0.235 -1.185
```

Output
energy above the lowest of the compared OMol25 structures with the same formula, charge and spin = 26.0 kcal/mol
molecular weight = 110.08 g/mol
total energy = -12379.5028 eV
LUMO energy = 0.92 eV

Atomic partial charges in e from the Löwdin method, atoms 1 to 4: C -0.4868; H 0.1037; H 0.0997; F 0.0706

***

Entry 7:
2 unconnected molecules or ions with the total composition C4H5F3 at a distorted geometry, computed with the ωB97M-V functional and the def2-TZVPD basis.

```
12
C4H5F3 (the ωB97M-V functional and the def2-TZVPD basis)
C 0.369 0.377 1.279
F -0.906 0.842 -1.249
C 0.334 -1.141 -1.555
H -0.116 -1.655 -2.295
H 1.060 -0.572 -2.090
H -0.724 2.009 1.237
H 1.031 -1.765 -0.858
C -0.092 1.475 1.803
H 0.951 -0.461 1.611
C -0.631 -0.347 -0.690
F -1.662 -0.861 -0.102
F 0.386 2.099 2.910
```

Output
energy above the lowest of the compared OMol25 structures with the same formula, charge and spin = 80.8 kcal/mol
molecular weight = 110.08 g/mol
total energy = -12377.1281 eV
LUMO energy (alpha / beta) = 0.60 / 0.61 eV

Atomic partial charges in e from the Löwdin method, atoms 1 to 4: C 0.0909; F 0.0762; C 0.0093; H 0.0379

***

Entry 8:
C4H5F3N2S in the gas phase at a distorted geometry, computed with the ωB97M-V functional and the def2-TZVPD basis.

```
15
C4H5F3N2S (the ωB97M-V functional and the def2-TZVPD basis)
C 1.618 -0.363 0.307
S 2.010 -2.126 0.352
F 3.349 0.493 -1.307
H 0.072 -3.399 0.020
H -0.024 1.790 -0.451
H 1.592 0.127 1.414
N -0.360 -1.527 -0.468
C -0.562 0.883 -0.321
H -1.487 0.890 -0.889
C 2.800 0.552 -0.104
C 0.185 -0.365 -0.332
F 3.799 0.453 0.752
H -1.219 1.105 0.645
N 0.461 -2.533 -0.421
F 2.228 1.823 0.121
```

Output
energy above the lowest of the compared OMol25 structures with the same formula, charge and spin = 45.7 kcal/mol
molecular weight = 170.16 g/mol
total energy = -26194.8974 eV
LUMO energy = 0.51 eV

Atomic partial charges in e from the Löwdin method, atoms 1 to 4: C -0.4140; S 0.9347; F 0.1638; H 0.1054

***

Entry 9:
C4H5F3O in the gas phase at a distorted geometry, computed with the ωB97M-V functional and the def2-TZVPD basis.

```
13
C4H5F3O (the ωB97M-V functional and the def2-TZVPD basis)
C -0.634 0.704 -0.469
H 1.484 1.662 -0.070
F 1.328 -0.041 1.665
H -2.279 -1.098 1.049
C 0.903 0.864 -0.562
O -1.295 -0.918 1.357
C -0.497 -0.632 0.174
F -0.728 -1.728 -0.665
H -1.238 0.891 -1.485
H 1.432 0.607 -1.475
C 0.974 -0.391 0.405
H -1.266 1.490 0.048
F 1.818 -1.410 0.027
```

Output
energy above the lowest of the compared OMol25 structures with the same formula, charge and spin = 9.9 kcal/mol
molecular weight = 126.08 g/mol
total energy = -14427.6133 eV
LUMO energy = 0.76 eV

Atomic partial charges in e from the Löwdin method, atoms 1 to 4: C -0.0827; H 0.1248; F 0.1173; H 0.1677

***

Entry 10:
C4H5F3O2 in the gas phase at a distorted geometry, computed with the ωB97M-V functional and the def2-TZVPD basis.

```
14
C4H5F3O2 (the ωB97M-V functional and the def2-TZVPD basis)
C 29.448 51.922 73.277
O 30.004 52.012 72.166
F 29.160 50.672 75.231
H 29.016 54.387 72.497
O 29.050 52.931 74.038
C 29.450 50.495 73.917
F 28.421 49.726 73.470
F 30.617 49.796 73.647
H 30.423 56.065 73.746
H 31.437 54.891 74.123
H 28.412 54.887 73.764
C 29.302 54.207 73.575
H 30.079 55.356 75.321
C 30.407 55.140 74.225
```

Output
energy above the lowest of the compared OMol25 structures with the same formula, charge and spin = 40.1 kcal/mol
molecular weight = 142.08 g/mol
total energy = -16475.1282 eV
LUMO energy = 0.57 eV

Atomic partial charges in e from the Löwdin method, atoms 1 to 4: C -0.3237; O 0.1215; F 0.1364; H 0.1410

***

Entry 11:
A molecular structure, C4H5FN2 at a distorted geometry, computed with the ωB97M-V functional and the def2-TZVPD basis.

```
12
C4H5FN2 (the ωB97M-V functional and the def2-TZVPD basis)
H -0.472 1.005 -2.048
C -1.019 0.359 -1.450
H -1.072 -0.540 -2.101
H 1.480 -0.398 -1.059
F -0.056 -0.338 3.078
H -2.238 0.746 -1.628
C 0.137 -0.175 1.773
C 1.346 -0.413 1.192
C -0.415 0.095 -0.140
N 0.965 0.086 -0.117
N -0.971 0.127 1.135
H 2.315 -0.553 1.366
```

Output
energy above the lowest of the compared OMol25 structures with the same formula, charge and spin = 54.9 kcal/mol
molecular weight = 100.10 g/mol
total energy = -9924.4254 eV
LUMO energy = 0.61 eV

Atomic partial charges in e from the Löwdin method, atoms 1 to 4: H 0.0309; C -0.0609; H 0.0720; H 0.2397

***

Entry 12:
C4H5FN2S in the gas phase at a distorted geometry, computed with the ωB97M-V functional and the def2-TZVPD basis.

```
13
C4H5FN2S (the ωB97M-V functional and the def2-TZVPD basis)
N 2.308 -0.430 0.965
H -2.719 0.749 -0.675
H 2.285 -2.402 0.788
H -1.580 1.703 -1.505
N 0.565 -1.889 0.107
H -1.610 1.939 0.223
C -0.742 0.189 -0.225
C 1.730 -1.533 0.579
C -1.697 1.183 -0.554
H -1.176 -1.603 -0.831
C -0.432 -1.046 -0.211
S 2.171 1.142 1.053
F 0.896 2.000 0.285
```

Output
energy above the lowest of the compared OMol25 structures with the same formula, charge and spin = 136.1 kcal/mol
molecular weight = 132.16 g/mol
total energy = -20756.0874 eV
LUMO energy (alpha / beta) = -2.02 / 0.02 eV

Atomic partial charges in e from the Löwdin method, atoms 1 to 4: N -0.3284; H 0.1027; H 0.0951; H 0.0877

***

total energy of number 6 (C4H5F3)? -12379.5028 eV

***

What is the formula in the eleventh record? C4H5FN2

***

Repeat the second record exactly.
C4H5F2N in the gas phase at a distorted geometry, computed with the ωB97M-V functional and the def2-TZVPD basis.

```
12
C4H5F2N (the ωB97M-V functional and the def2-TZVPD basis)
C 0.185 -0.139 -1.308
H 0.550 -3.034 0.004
H -0.466 1.268 1.894
F -0.985 0.230 -1.847
H -1.646 0.454 0.867
C 0.408 0.221 0.229
H 1.353 0.769 0.334
F 1.155 0.321 -2.121
N 0.561 -1.081 0.809
H -0.862 1.941 0.304
C -0.719 1.022 0.866
C 0.465 -1.972 -0.032
```

Output
2S+1 = 3
energy above the lowest of the compared OMol25 structures with the same formula, charge and spin = 4.7 kcal/mol
molecular weight = 105.09 g/mol
total energy = -11148.8030 eV
LUMO energy (alpha / beta) = 1.09 / -1.31 eV

Atomic partial charges in e from the Löwdin method, atoms 1 to 4: C -0.2905; H 0.0558; H 0.0799; F 0.0826

***

Which formula does entry 4 have? C4H5F2NO